1.
This record from the OMol25 dataset describes C36H43BN20PTi as an isolated structure at a distorted geometry. The level of theory is wB97M-V/def2-TZVPD.

Atoms and positions in Å:
1 Ti -0.065253 -0.400747 -0.035145
2 C -5.809002 1.227071 1.224737
3 N -4.497460 1.377611 0.611017
4 C -4.123391 2.368415 -0.252332
5 C -2.807052 2.147092 -0.555761
6 N -2.372809 1.037670 0.102131
7 C -3.404499 0.592359 0.792672
8 P -3.261016 -0.801781 1.932168
9 C -2.609544 -1.994391 0.712545
10 N -1.696029 -1.787118 -0.239763
11 C -1.707545 -2.915082 -1.023187
12 C -2.619450 -3.799715 -0.538614
13 N -3.182891 -3.207878 0.555887
14 C -4.224390 -3.801781 1.389656
15 C -1.696284 -0.221270 2.663982
16 N -0.545689 -0.015563 2.031950
17 C 0.326749 0.495201 2.961713
18 C -0.307044 0.577973 4.164424
19 N -1.584463 0.123817 3.962383
20 C -2.630709 0.058688 4.976830
21 H -6.493455 1.924682 0.750299
22 H -6.183695 0.216374 1.076555
23 H -5.764334 1.447374 2.290024
24 H -4.805603 3.138957 -0.563997
25 H -2.155966 2.735000 -1.177103
26 H -1.074608 -3.032704 -1.884590
27 H -2.911368 -4.775760 -0.881293
28 H -4.326698 -4.846803 1.111971
29 H -3.942763 -3.739205 2.438276
30 H -5.175985 -3.297078 1.233783
31 H 1.319456 0.812962 2.696747
32 H 0.028844 0.942554 5.118047
33 H -2.196778 0.331840 5.934372
34 H -3.431263 0.757443 4.741878
35 H -3.031951 -0.950772 5.040810
36 C -1.079033 3.686486 2.638088
37 C 0.135077 3.605155 1.771134
38 C 1.315757 4.359899 1.893154
39 C 2.093897 3.960950 0.834769
40 N 1.395877 3.047990 0.127443
41 N 0.197019 2.808464 0.707838
42 B 1.785247 2.285920 -1.131509
43 N 0.504584 1.903270 -1.962792
44 C 0.158121 2.483350 -3.114866
45 C -0.938436 1.824628 -3.633586
46 C -1.213788 0.809618 -2.727761
47 C -2.296742 -0.203939 -2.868385
48 N -0.331932 0.857473 -1.709861
49 N 2.524522 0.980948 -0.692793
50 C 3.796829 0.644500 -0.933218
51 C 4.179601 -0.319089 -0.025038
52 C 3.064075 -0.520786 0.781057
53 C 3.054557 -1.357337 2.020167
54 N 2.037778 0.243991 0.356422
55 N 2.637439 3.137656 -2.039889
56 C 2.623320 4.490707 -2.175409
57 C 3.261969 4.805012 -3.344750
58 C 3.631160 3.561329 -3.901326
59 C 4.350779 3.303529 -5.183987
60 N 3.237492 2.568491 -3.122353
61 H -1.567313 4.654418 2.515921
62 H -1.794024 2.912968 2.368474
63 H -0.819159 3.588540 3.692799
64 H 1.556147 5.090278 2.645441
65 H 3.084646 4.260904 0.539223
66 H 0.711394 3.322293 -3.501192
67 H -1.465779 2.042948 -4.544727
68 H -2.901509 0.045970 -3.737549
69 H -1.887500 -1.201841 -3.028068
70 H -2.941466 -0.231791 -1.990572
71 H 4.344317 1.143433 -1.712982
72 H 5.150797 -0.767318 0.083698
73 H 3.865081 -1.021196 2.668159
74 H 2.123026 -1.277422 2.571003
75 H 3.241414 -2.407821 1.793051
76 H 2.150899 5.125687 -1.446667
77 H 3.452027 5.783463 -3.747822
78 H 4.851178 4.204768 -5.531422
79 H 5.094297 2.518244 -5.059008
80 H 3.655648 2.985169 -5.961865
81 N -0.256171 -2.683988 3.248161
82 C 0.272168 -3.363131 2.193488
83 N 0.459839 -4.661237 2.394411
84 C 1.039631 -5.327679 1.393945
85 N 1.292522 -6.624535 1.553685
86 N 1.396276 -4.757466 0.228146
87 C 1.104012 -3.474796 0.110544
88 N 0.535131 -2.692725 1.043878
89 C 1.470049 -2.865302 -1.198137
90 C 2.185701 -3.639076 -2.098386
91 C 2.573111 -3.100820 -3.311677
92 C 2.247402 -1.782525 -3.565017
93 C 1.522286 -1.073325 -2.623418
94 N 1.094107 -1.588951 -1.454323
95 H -0.230079 -3.223479 4.102376
96 H 0.026819 -1.719879 3.344749
97 H 1.050398 -7.077065 2.417940
98 H 1.747609 -7.141258 0.821798
99 H 2.433469 -4.649892 -1.814981
100 H 3.126476 -3.689732 -4.029057
101 H 2.545283 -1.285192 -4.476097
102 H 1.298606 -0.043286 -2.823543

Atomic forces in eV per Å
-0.2 1.1 0.7
-0.1 0.0 0.0
0.1 0.0 -0.1
0.1 0.0 0.0
0.0 0.1 0.1
0.1 -0.3 0.1
-0.1 0.1 0.1
0.1 0.0 0.0
0.0 0.1 0.0
-0.4 -0.6 -0.1
-0.1 0.0 0.0
0.0 0.1 0.0
0.1 0.0 0.0
-0.1 0.0 0.0
-0.1 0.0 0.0
0.0 0.1 0.2
0.0 0.2 0.0
0.0 0.0 -0.1
0.0 0.0 -0.1
-0.1 0.0 0.1
0.0 0.0 0.0
0.0 0.0 0.0
0.0 0.0 0.0
0.0 0.0 0.0
0.0 0.0 0.0
0.0 0.0 0.0
0.0 0.0 0.0
0.0 0.0 0.0
0.0 0.0 0.0
0.0 0.0 0.0
0.0 0.0 0.0
0.0 0.0 0.1
0.0 0.0 0.0
0.0 0.0 0.0
0.0 0.0 0.0
0.1 0.0 0.0
0.0 0.0 -0.1
0.1 -0.1 0.1
0.1 0.0 0.1
-0.2 0.1 -0.1
-0.1 -0.1 0.0
-0.1 0.0 0.0
0.1 -0.1 0.0
0.0 0.1 0.0
0.1 0.0 0.0
0.0 -0.1 -0.1
0.0 0.0 0.0
0.0 0.2 -0.1
0.0 -0.1 -0.1
0.0 0.1 0.0
0.0 0.0 0.0
0.0 0.0 0.1
0.0 -0.1 -0.1
0.0 0.0 0.0
0.1 0.1 0.0
0.0 0.0 0.0
0.0 0.0 0.0
0.0 0.0 0.0
0.0 0.0 0.0
0.0 -0.2 0.0
0.0 0.0 0.0
-0.1 -0.1 0.0
0.0 0.0 0.0
0.0 0.0 0.0
0.0 0.0 0.0
0.0 0.0 0.0
0.0 0.0 0.0
0.0 0.0 0.0
0.0 0.0 0.0
0.0 0.0 0.0
0.0 0.0 0.0
0.0 0.0 0.0
0.0 0.0 0.0
0.0 0.0 0.0
0.0 0.0 0.0
0.0 0.0 0.0
0.0 0.1 0.0
0.0 0.0 0.0
0.0 0.0 0.0
0.0 0.0 0.0
0.1 -0.1 0.0
-0.1 -0.1 0.1
0.0 0.1 0.0
-0.1 0.2 0.0
-0.1 0.0 0.0
-0.1 0.4 -0.1
0.0 -0.4 0.1
0.4 0.0 -0.4
0.0 0.0 -0.1
0.0 0.0 0.2
0.0 0.2 0.0
0.0 -0.1 0.1
0.0 0.0 0.1
0.4 -0.8 -0.5
0.0 0.0 0.0
0.0 -0.1 0.0
0.0 0.0 0.0
0.0 0.0 0.0
0.0 0.0 0.0
0.0 0.0 0.0
0.0 0.0 0.0
-0.1 0.0 0.0

HOMO level (spin up / spin down) in eV: -12.9 / -12.9
Frontier orbital gap (spin up / spin down) in hartree: 0.273 / 0.277
Expectation value of S²: 0.75
Charge: +2
2S+1: 2


2.
This record from the OMol25 dataset describes a 21-piece molecular cluster, C36H43Cl60F3N2O4Si overall at a distorted geometry. The level of theory is wB97M-V/def2-TZVPD.

Atoms and positions in Å:
1 C -2.493731 0.530292 -0.829719
2 C -1.869829 1.919086 -1.087992
3 C -0.745438 1.869633 -2.129011
4 O 0.394969 2.600905 -1.705528
5 C 1.617636 2.018095 -2.187259
6 Si 2.303320 0.793551 -0.907762
7 F 2.293086 -0.625288 -1.638022
8 C 1.111791 0.768570 0.514359
9 C 1.642177 0.253170 1.871865
10 C 2.501397 -1.012597 1.862646
11 N 1.973544 -2.176643 1.154430
12 C 1.352105 -3.186233 2.037606
13 C -0.165126 -3.069095 1.944246
14 C -0.839861 -3.704847 0.925384
15 C -2.216141 -3.551765 0.837129
16 C -2.855667 -2.762414 1.752301
17 C -2.207196 -2.137221 2.807306
18 C -0.837911 -2.314570 2.896627
19 O -0.134993 -1.757549 3.927383
20 N 3.976610 1.213995 -0.376375
21 C 4.058044 2.516851 0.191376
22 O 4.335504 2.707849 1.333049
23 F 3.827023 3.574740 -0.598404
24 C 4.901445 0.967413 -1.413993
25 O 4.609480 0.716248 -2.544962
26 F 6.160623 0.962245 -1.002618
27 H -3.243380 0.258620 -1.571651
28 H -3.011614 0.547677 0.130588
29 H -1.714696 -0.231704 -0.764111
30 H -2.676198 2.551299 -1.456293
31 H -1.517753 2.301106 -0.131248
32 H -0.512503 0.835480 -2.390422
33 H -1.122847 2.368931 -3.028840
34 H 2.305510 2.848351 -2.362525
35 H 1.415385 1.532012 -3.146172
36 H 0.736055 1.782511 0.654223
37 H 0.279183 0.135804 0.189874
38 H 2.279741 1.051249 2.267904
39 H 0.798187 0.189421 2.557253
40 H 3.505747 -0.779830 1.491585
41 H 2.652371 -1.277672 2.905411
42 H 1.275692 -1.938929 0.463410
43 H 1.712981 -3.150423 3.059949
44 H 1.583248 -4.163312 1.612741
45 H -0.320689 -4.313187 0.182555
46 H -2.774625 -4.069712 0.044050
47 H -3.924720 -2.632167 1.646364
48 H -2.661045 -1.539080 3.568253
49 H -0.653893 -1.060692 4.341833
50 C -4.629726 1.311520 2.733514
51 Cl -6.122603 1.775854 1.921802
52 Cl -4.110852 -0.316520 2.286771
53 Cl -3.341605 2.477571 2.398989
54 H -4.819469 1.318786 3.794811
55 C -8.048324 5.149032 3.817637
56 Cl -9.710650 4.557504 3.768032
57 Cl -6.988579 3.977837 4.605655
58 Cl -7.469348 5.516676 2.191475
59 H -8.032011 6.062676 4.396729
60 C 3.787944 1.053989 -5.976856
61 Cl 2.090044 0.575135 -5.968428
62 Cl 4.835332 -0.348187 -6.213965
63 Cl 4.090977 2.268654 -7.222370
64 H 4.021339 1.490116 -5.012346
65 C -1.187013 -2.688794 -6.891250
66 Cl -2.822068 -3.347483 -6.890161
67 Cl -0.936237 -1.620159 -8.269211
68 Cl -0.868915 -1.839979 -5.382080
69 H -0.491145 -3.514218 -6.968500
70 C 8.229232 1.461047 -7.133680
71 Cl 9.657075 1.918440 -6.200879
72 Cl 7.767357 2.753612 -8.241767
73 Cl 8.507035 -0.043293 -8.009143
74 H 7.409990 1.301743 -6.443128
75 C 8.214804 -3.825694 -8.991176
76 Cl 9.253506 -2.703919 -9.878366
77 Cl 9.079809 -4.518931 -7.619364
78 Cl 6.732742 -3.033830 -8.456855
79 H 7.941563 -4.629852 -9.661683
80 C -4.748506 -4.459682 -2.872291
81 Cl -3.929522 -3.659535 -1.512330
82 Cl -3.892248 -4.243032 -4.400996
83 Cl -4.945483 -6.179621 -2.525266
84 H -5.732905 -4.020924 -2.971506
85 C -3.514500 3.669475 6.291705
86 Cl -4.733289 2.437726 5.945208
87 Cl -4.219256 4.969514 7.249288
88 Cl -2.129206 2.953998 7.120453
89 H -3.167388 4.085504 5.354391
90 C 2.402241 0.667232 6.196872
91 Cl 0.941191 1.168855 5.339215
92 Cl 2.999901 -0.891329 5.615036
93 Cl 3.650621 1.901753 6.058386
94 H 2.148762 0.555595 7.242952
95 C 6.053823 4.516294 -3.537498
96 Cl 4.958538 4.167274 -4.874849
97 Cl 6.094039 3.126391 -2.450132
98 Cl 7.669595 4.898557 -4.121923
99 H 5.673989 5.374228 -2.996682
100 C -2.314977 2.106763 -9.633866
101 Cl -2.362840 3.711315 -10.364518
102 Cl -0.671087 1.474779 -9.625211
103 Cl -2.976406 2.145572 -7.997678
104 H -2.930284 1.446169 -10.230096
105 C -0.463736 0.560353 -13.722067
106 Cl 0.337927 2.122917 -13.566412
107 Cl 0.699653 -0.756758 -13.580754
108 Cl -1.739834 0.394125 -12.513061
109 H -0.918429 0.508074 -14.702047
110 C -5.667202 -0.863135 7.509906
111 Cl -5.947116 -1.037289 5.770540
112 Cl -3.944048 -0.681353 7.839689
113 Cl -6.590895 0.496886 8.150195
114 H -6.009036 -1.764964 8.000062
115 C 3.831684 6.505377 1.001244
116 Cl 4.839106 7.636674 0.090839
117 Cl 4.713526 5.846816 2.375137
118 Cl 2.338895 7.286262 1.528467
119 H 3.570167 5.687373 0.346160
120 C -10.474108 1.212881 7.725022
121 Cl -9.743006 1.701112 9.256636
122 Cl -9.565419 1.866996 6.362821
123 Cl -10.582406 -0.545398 7.618994
124 H -11.476789 1.616805 7.687117
125 C -0.079315 -4.142224 6.984399
126 Cl 0.999167 -2.976026 6.221268
127 Cl 0.660622 -4.840509 8.428771
128 Cl -1.625868 -3.383124 7.380768
129 H -0.268064 -4.943262 6.281634
130 C -3.676491 1.665997 11.321230
131 Cl -5.296192 0.976387 11.173754
132 Cl -2.570732 0.509316 12.068690
133 Cl -3.088381 2.160759 9.733135
134 H -3.731601 2.540338 11.956132
135 C 1.973349 -6.612402 -1.681632
136 Cl 0.766605 -7.855907 -2.011466
137 Cl 1.267536 -5.296017 -0.734445
138 Cl 3.367837 -7.298879 -0.849430
139 H 2.308759 -6.206447 -2.626776
140 C 12.459202 -4.891091 -10.902836
141 Cl 10.821538 -5.540282 -10.979578
142 Cl 13.543190 -6.024697 -10.096682
143 Cl 13.051612 -4.500767 -12.517597
144 H 12.431390 -3.977869 -10.322196
145 C -7.886945 -0.017606 14.255091
146 Cl -8.392178 0.789707 12.770873
147 Cl -8.152322 1.023807 15.654209
148 Cl -8.733058 -1.552901 14.450493
149 H -6.826604 -0.222433 14.182036

Atomic forces in eV per Å
0.1 0.5 0.4
-0.4 -0.9 -0.1
-0.8 0.8 -0.1
0.3 -0.4 0.2
-0.1 0.4 0.1
-1.5 0.2 -0.7
0.5 -0.3 0.3
0.8 -0.5 0.5
0.3 0.7 -0.2
-0.2 0.2 -0.1
0.2 -0.2 1.0
-0.8 -0.3 -1.3
1.6 -0.2 0.9
-0.5 0.1 -0.1
0.3 -0.7 -0.7
-1.2 0.2 0.5
1.4 -1.0 -0.2
-0.6 0.2 0.0
0.3 0.1 -0.5
-0.1 0.9 -1.4
1.3 -0.4 2.7
-0.5 0.0 -0.8
-0.3 -0.5 -0.5
-1.0 -0.7 -0.8
0.1 -0.3 0.8
0.0 -0.1 0.4
0.2 -0.1 -0.2
0.1 -0.1 -0.2
-0.1 -0.2 -0.1
0.1 0.3 0.2
0.2 0.2 -0.1
0.2 -0.1 0.1
0.1 -0.3 -0.3
0.0 -0.1 -0.2
0.3 -0.1 0.0
-0.2 0.0 -0.1
-0.1 0.2 -0.2
0.0 -0.1 0.2
0.0 -0.3 0.0
-0.1 0.1 -0.2
0.0 -0.2 0.1
0.2 0.3 -0.2
0.1 0.2 0.0
0.3 -0.1 0.3
-0.5 0.5 0.7
0.8 0.3 1.3
-0.1 -0.2 0.0
-0.3 -0.2 0.2
-0.1 -0.1 0.1
-0.2 -0.1 -0.2
0.0 -0.1 -0.1
-1.0 1.4 -0.1
0.0 0.0 0.1
0.0 0.0 0.0
0.0 -0.1 -0.1
0.0 0.0 0.0
-0.2 0.3 0.0
0.0 0.0 0.0
0.0 0.0 0.0
0.0 0.0 0.0
0.0 0.0 0.0
0.0 0.0 0.0
-0.1 -0.2 -0.1
0.0 0.0 0.0
0.0 0.1 -0.1
0.2 0.1 -0.6
0.0 -0.1 0.0
0.1 0.0 0.1
0.0 0.0 0.0
0.0 0.0 0.0
0.0 0.0 0.0
0.0 0.0 0.0
0.0 0.1 0.1
0.0 0.0 0.0
0.1 0.0 0.1
-0.1 0.1 0.0
0.0 0.0 0.0
0.0 -0.1 -0.1
0.0 0.0 0.0
-0.1 -0.1 0.0
-0.7 0.0 -1.4
-0.2 0.0 0.8
-0.1 0.0 0.1
0.0 0.0 0.0
0.0 0.1 0.1
0.3 -0.1 0.3
0.0 0.0 0.0
0.2 0.1 -0.6
0.0 0.0 0.0
0.1 0.0 0.0
0.0 0.0 0.0
0.3 0.4 -0.1
0.0 0.0 0.0
0.0 0.0 0.0
-0.1 0.0 0.0
0.1 0.2 0.1
0.8 1.0 -0.5
-0.1 0.0 0.0
0.0 0.0 0.0
0.1 0.1 0.1
0.0 0.0 0.0
0.1 0.2 0.2
0.0 0.0 0.0
0.0 0.0 0.0
0.1 0.1 0.1
0.0 0.0 0.0
0.0 0.0 0.0
-0.2 -0.2 -0.3
0.0 0.0 0.0
0.0 0.2 0.0
0.0 0.0 0.0
0.0 -0.1 0.0
-0.1 -0.2 -0.1
0.0 0.0 0.0
0.0 0.1 0.1
0.0 0.0 -0.1
0.0 0.1 0.0
0.0 0.0 0.0
0.0 0.0 0.0
0.1 -0.1 -0.1
0.0 0.1 0.0
0.0 0.0 0.0
0.0 0.0 0.0
0.0 0.0 0.0
0.1 0.1 0.0
-0.2 -0.5 0.5
0.0 0.0 0.0
0.0 0.0 0.0
0.0 0.0 0.0
0.0 -0.1 -0.1
0.1 0.1 0.3
0.0 0.0 0.0
-0.1 0.0 0.5
0.0 0.0 0.0
0.0 0.0 0.1
0.0 0.0 0.0
0.6 -0.5 -0.5
0.0 0.0 0.0
0.0 0.0 0.0
0.0 0.0 0.0
0.0 -0.2 -0.1
0.0 0.0 0.0
0.0 0.0 0.0
0.0 0.0 0.0
-0.1 0.0 0.0
-0.1 0.0 0.0
0.0 0.0 0.0
0.0 0.0 0.0
0.0 0.0 0.0

HOMO level in eV: -8.3
Frontier orbital gap in hartree: 0.310


Short version: relative energy (zero: lowest compared OMol25 entry of this formula, charge and spin) = 14.0 0.0 kcal per mole, in the order given.
Short version: molar mass = 845.53 2780.01 g/mol, in the order given.
Short version: electronic energy = -100909.2990 -816574.8205 eV, in the order given.